Entry 1:
A structure of composition C23H14BClN2NiO12S2 at a distorted geometry. Source: OMol25; level of theory: the ωB97M-V functional and the def2-TZVPD basis.

HOMO level (alpha / beta)   -0.0136 / -0.0140 Eh
LUMO (alpha / beta)   3.914 / 3.913 eV
HOMO-LUMO gap (alpha / beta)   4.283 / 4.294 eV
Charge   -2

Atoms and positions in Å:
Ni: -0.122 0.875 -0.785
Cl: 0.346 0.641 -6.312
S: -1.009 0.603 1.412
S: 0.376 3.217 -0.750
O: 2.696 0.867 -0.608
O: -2.664 -2.134 0.897
O: -0.847 2.630 -1.477
O: 0.275 -0.008 1.074
O: 3.389 1.527 0.461
O: 4.064 1.816 -2.093
O: 2.937 2.048 -6.230
O: -1.623 0.042 2.600
O: 0.546 4.656 -1.107
O: -4.231 -0.969 -0.338
O: 4.213 2.194 -4.435
O: -2.221 0.220 0.275
N: 0.277 -0.019 -3.673
N: 0.937 0.191 -2.522
C: -6.045 -4.157 -0.186
C: -3.735 -2.934 0.641
C: -0.850 -0.907 -3.623
C: -2.027 -2.602 -2.393
C: -2.462 4.036 2.851
C: 2.078 1.139 -4.215
C: 3.017 1.240 -1.761
C: 0.923 0.592 -4.703
C: -2.786 -1.988 -4.560
C: 2.032 0.834 -2.818
C: -2.176 2.712 2.567
C: 3.112 1.846 -5.045
C: -5.109 -4.852 0.570
C: -3.927 -4.242 1.002
C: -1.753 -1.061 -4.663
C: -2.926 -2.774 -3.434
C: -0.810 4.705 1.250
C: -5.840 -2.820 -0.541
C: -1.753 5.038 2.207
C: -1.199 2.381 1.614
C: -0.533 3.388 0.906
C: -1.009 -1.667 -2.471
C: -4.675 -2.236 -0.114
B: -2.968 -0.903 0.285
H: -3.231 4.278 3.577
H: -6.947 -4.660 -0.514
H: -1.953 6.080 2.436
H: -2.691 1.919 3.087
H: -5.293 -5.888 0.824
H: -0.313 -1.534 -1.653
H: -0.280 5.463 0.684
H: -1.677 -0.465 -5.551
H: 4.156 2.034 -3.400
H: -6.557 -2.263 -1.131
H: -3.191 -4.771 1.594
H: -3.724 -3.503 -3.357
H: -2.115 -3.208 -1.503
H: -3.484 -2.084 -5.382


Entry 2:
A structure of composition C23H14BrIN2O7S6Ta. Source: OMol25; level of theory: the ωB97M-V functional and the def2-TZVPD basis.

HOMO level   -0.1814 Eh
LUMO   1.440 eV
HOMO-LUMO gap   6.377 eV
Charge   -1
Energy relative to the best compared isomer or geometry (same formula, charge and spin)   10.5 kcal/mol

Atoms and positions in Å:
Ta: -0.811 -2.123 0.724
I: -0.784 1.994 0.717
Br: 1.120 2.520 -2.203
S: -0.153 -4.590 -0.261
S: -2.785 -0.742 1.279
S: -3.271 -2.413 5.199
S: -4.287 -0.090 3.837
S: -5.168 -0.622 6.630
S: -1.640 -3.340 2.823
O: -1.448 -3.710 -0.309
O: 0.551 -4.480 -1.501
O: -1.420 -1.154 -0.962
O: 0.402 -1.256 2.003
O: 0.963 -0.077 -4.254
O: 0.504 -3.698 0.817
O: -0.438 -5.890 0.249
N: 0.675 -0.958 -1.811
N: 0.956 -1.356 -0.520
C: 0.077 4.852 1.087
C: -2.354 0.492 -5.570
C: -4.291 -1.019 5.294
C: 1.693 -1.399 2.258
C: 2.621 -1.447 1.205
C: -2.708 -2.184 3.561
C: -3.186 -1.095 2.934
C: -0.612 -0.867 -1.946
C: -2.581 -0.321 -3.332
C: 0.185 3.774 0.211
C: -0.979 0.413 -5.473
C: 2.144 -1.467 3.579
C: -3.166 0.125 -4.500
C: 0.923 3.929 -0.958
C: 4.424 -1.645 2.796
C: 1.539 5.142 -1.244
C: 3.491 -1.599 3.837
C: 2.182 -1.262 -0.152
C: -1.193 -0.411 -3.212
C: 1.425 6.204 -0.367
C: -0.382 -0.038 -4.296
C: 0.692 6.059 0.804
C: 3.987 -1.555 1.494
H: 1.227 -0.428 -3.373
H: 0.596 6.884 1.497
H: -0.495 4.735 1.998
H: 3.829 -1.670 4.863
H: 2.106 5.238 -2.160
H: 1.909 7.144 -0.599
H: 2.909 -0.967 -0.906
H: -3.184 -0.610 -2.482
H: 5.479 -1.746 3.013
H: 1.408 -1.431 4.371
H: -4.243 0.188 -4.580
H: -0.334 0.697 -6.294
H: -2.801 0.845 -6.491
H: 4.695 -1.575 0.674


Entry 3:
A structure of composition C23H14BrIN5O10P2S3Y. Source: OMol25; level of theory: the ωB97M-V functional and the def2-TZVPD basis.

HOMO level   -0.1479 Eh
LUMO   3.099 eV
HOMO-LUMO gap   7.123 eV
Charge   -2
Energy relative to the best compared isomer or geometry (same formula, charge and spin)   23.0 kcal/mol

Atoms and positions in Å:
I: -0.336 4.781 -1.566
Y: -0.556 1.452 -1.111
Br: -1.134 8.172 -0.998
S: -0.295 1.785 1.588
S: -3.272 -8.041 -1.236
S: 2.167 1.695 -0.754
P: -1.237 1.261 -4.184
P: -3.575 1.743 -2.393
O: -2.757 1.833 -1.107
O: -2.774 -8.656 -2.457
O: -4.911 1.148 -2.395
O: -4.254 -6.997 -1.430
O: -0.452 2.168 -3.238
O: -0.465 -0.153 -3.985
O: -2.592 0.905 -3.384
O: -1.476 1.613 -5.584
O: -3.571 -8.969 -0.161
O: -3.531 3.229 -3.004
N: 3.476 0.205 6.114
N: -1.727 -5.846 -0.783
N: 6.438 0.075 3.282
N: -0.548 -0.972 -0.769
N: -0.811 -7.926 -0.125
C: -1.774 -3.024 -0.674
C: 1.369 1.343 1.912
C: 3.690 0.959 1.343
C: 0.905 5.223 1.125
C: 0.587 -1.669 -0.657
C: 4.001 0.663 2.661
C: 5.349 0.330 3.013
C: -1.780 -7.167 -0.646
C: 3.261 0.418 5.004
C: 0.607 -3.042 -0.532
C: 0.423 -5.920 0.213
C: 1.281 5.896 2.276
C: 2.396 1.304 0.937
C: -0.156 7.212 0.311
C: 0.940 7.230 2.445
C: 0.222 7.891 1.461
C: -1.709 -1.648 -0.783
C: 0.270 -7.295 0.299
C: -0.626 -5.224 -0.365
C: 1.697 1.036 3.237
C: 2.985 0.702 3.628
C: -0.593 -3.746 -0.529
C: 0.178 5.877 0.137
H: 1.557 -3.551 -0.447
H: 1.502 -1.088 -0.665
H: 1.228 7.760 3.343
H: 4.473 0.932 0.597
H: 1.837 5.367 3.038
H: -0.782 -0.822 -4.601
H: -2.720 -3.545 -0.701
H: -2.613 -1.057 -0.880
H: 1.051 -7.911 0.734
H: 0.912 1.064 3.981
H: 1.308 -5.431 0.595
H: 1.152 4.178 0.995
H: -4.183 3.323 -3.706
H: -0.052 8.930 1.577


Entry 4:
The molecule C23H14N4S2 at a distorted geometry. Source: OMol25; level of theory: the ωB97M-V functional and the def2-TZVPD basis.

HOMO level   -0.3314 Eh
LUMO   -1.187 eV
SMILES string   CC(=C(C#N)C#N)c1sc2sc(C(C)=C(C#N)C#N)c(-c3ccccc3)c2c1C
HOMO-LUMO gap   7.831 eV
Charge   0

Atoms and positions in Å:
S: 1.042 -3.429 0.552
S: -0.979 -2.610 -1.783
N: 5.753 -2.123 4.207
N: 4.804 -1.380 -0.052
N: -5.144 1.214 -4.150
N: -4.451 0.255 0.062
C: -4.387 0.803 -3.322
C: 2.613 -2.161 2.578
C: 0.147 -1.030 -0.010
C: 2.042 -2.468 3.942
C: -1.353 1.681 0.516
C: -1.433 3.041 0.866
C: -1.336 -0.876 -1.791
C: 1.447 0.577 1.598
C: -0.952 3.981 -0.068
C: 0.081 -2.349 -0.431
C: -2.284 -0.359 -2.734
C: 1.049 -0.790 1.111
C: -0.421 2.212 -1.600
C: -1.913 -0.569 -4.230
C: -0.810 1.258 -0.680
C: 1.605 -2.031 1.517
C: -0.553 3.583 -1.344
C: -0.631 -0.151 -0.873
C: -3.496 0.236 -2.366
C: 4.422 -1.673 1.007
C: -3.966 0.246 -1.016
C: 3.979 -2.005 2.318
C: 4.968 -2.111 3.367
H: -0.917 -0.187 -4.414
H: 1.864 1.202 0.810
H: 2.205 0.548 2.332
H: -1.719 0.934 1.181
H: 1.862 -3.505 4.053
H: 2.683 -2.153 4.775
H: -2.579 -0.081 -4.923
H: 1.083 -1.945 4.058
H: -0.074 1.981 -2.580
H: -1.777 3.370 1.842
H: -0.957 5.052 0.165
H: -1.895 -1.618 -4.473
H: 0.645 1.096 2.048
H: -0.266 4.334 -2.064